(1)
This record from the Open Molecules 2025 dataset describes a structure of composition C27H94F3O25Y in a non-equilibrium geometry. The level of theory is ωB97M-V/def2-TZVPD.

Output
**Charge**: 0
**Gap between HOMO and LUMO**: 7.610 eV
**Electronic energy**: -89900.505 eV
**Largest force on an atom**: 3.37 eV Å⁻¹
**HOMO**: -7.85 eV
**Multiplicity**: 1

Cartesian coordinates (Å):
1 C 5.263 8.372 -1.247
2 H 6.293 1.409 -4.421
3 C 4.900 3.664 0.101
4 C 10.779 4.585 -1.546
5 H 9.048 5.296 -1.233
6 C 1.886 5.348 -2.229
7 Y 8.393 3.852 -3.871
8 H 2.709 5.036 -7.055
9 H 3.958 2.185 -2.872
10 C 3.343 0.457 -0.265
11 H 2.979 7.328 -5.440
12 H 3.829 6.670 -7.696
13 H 2.003 8.645 -5.823
14 H 0.835 5.278 -2.512
15 H 6.716 1.037 -6.431
16 H 4.665 7.904 -0.465
17 C 11.449 2.275 -4.751
18 H 10.535 4.035 -8.058
19 H 2.966 5.045 -0.693
20 H 8.001 7.769 -6.842
21 H 2.398 4.545 -2.760
22 C 0.490 6.598 -9.405
23 H 4.076 3.354 0.744
24 H 4.580 8.497 -2.087
25 H 2.436 4.827 -5.309
26 C 6.329 9.843 -4.649
27 C 11.641 0.698 -1.424
28 H 11.929 1.495 -0.738
29 H 7.763 0.875 -0.864
30 H -0.363 6.415 -10.060
31 H 5.192 4.881 -1.295
32 O 2.271 8.477 -3.823
33 O 6.434 4.790 -2.868
34 H 4.830 4.126 -3.867
35 O 1.328 5.455 -9.292
36 H 4.366 11.314 -9.333
37 H 3.500 5.574 -9.679
38 H 13.264 1.103 -2.897
39 H 1.970 1.436 -7.769
40 C 7.703 1.897 -1.237
41 F 13.462 3.615 -4.563
42 H 8.833 3.707 -7.891
43 H 5.852 3.767 0.623
44 O 4.648 4.873 -0.504
45 H 1.290 2.952 -5.711
46 O 2.026 5.079 -0.887
47 H 5.987 6.853 -2.073
48 H 2.087 7.780 0.450
49 H 4.963 2.923 -0.695
50 H 7.668 7.179 -4.051
51 H 3.044 1.991 -4.387
52 O 1.816 3.218 -6.469
53 C 1.174 8.152 -0.013
54 C 12.884 2.709 -5.343
55 H 4.817 5.813 -3.450
56 F 13.629 1.638 -5.451
57 F 12.807 3.288 -6.557
58 H 12.051 -0.252 -1.083
59 O 6.369 7.614 -1.629
60 H 0.081 6.899 -8.441
61 H 6.401 10.540 -7.550
62 O 9.417 4.770 -1.946
63 H 10.362 4.026 -10.313
64 H 8.666 6.969 1.938
65 H 5.005 2.633 -7.112
66 H 8.343 1.847 -6.364
67 H 2.920 1.460 -0.321
68 H 9.033 1.233 -2.404
69 H 5.549 9.346 -0.849
70 O 9.385 5.955 -4.349
71 H 1.106 5.127 -6.338
72 H 7.335 5.811 -7.450
73 H 7.157 6.348 1.558
74 O 2.025 0.489 -7.911
75 C 7.600 1.252 -5.831
76 O 7.640 6.270 -8.236
77 H 6.657 3.719 -7.498
78 C 8.447 7.311 -7.725
79 C 4.271 6.982 -8.642
80 H 4.537 -0.150 -4.041
81 H 0.418 0.085 -6.615
82 O 4.392 5.829 -9.431
83 H 5.233 1.688 -8.706
84 H 10.554 0.623 -1.444
85 H 4.407 3.209 -8.609
86 H 3.259 -0.012 -1.246
87 O 0.674 9.263 0.744
88 H 6.025 8.796 -4.645
89 O 7.118 1.858 -4.621
90 H 5.271 7.382 -8.474
91 H 9.053 7.994 -4.463
92 O 9.498 4.057 -9.897
93 O 7.177 10.165 -5.695
94 C 3.616 1.470 -3.619
95 H 5.046 5.005 -6.136
96 H 7.596 10.998 -5.468
97 H 6.701 2.057 -1.634
98 H 11.406 4.240 -2.369
99 C 2.775 8.347 -5.113
100 H 0.412 7.380 -0.112
101 H 10.797 3.924 -0.680
102 H 10.322 6.112 -4.210
103 C 5.232 2.641 -8.178
104 H 8.072 0.307 -5.563
105 H 7.725 7.050 -0.474
106 H 1.409 8.059 -3.882
107 C 1.461 -0.182 -6.787
108 O 10.391 3.200 -5.001
109 H 0.549 8.973 1.651
110 H 11.132 5.536 -1.147
111 O 5.884 10.372 -8.341
112 O 4.656 0.512 0.245
113 H 8.801 7.368 -2.793
114 H 7.928 2.584 -0.421
115 H 4.895 -0.398 0.435
116 H 2.680 -0.085 0.409
117 H 9.402 6.894 -7.405
118 H 11.967 -0.018 -3.330
119 O 8.459 6.541 -0.121
120 H 9.809 2.472 -8.594
121 H 1.996 0.072 -5.872
122 C 9.689 3.555 -8.549
123 C 2.055 4.593 -6.304
124 H 1.026 7.461 -9.798
125 H 6.030 6.251 -5.587
126 C 5.076 11.502 -8.528
127 O 7.096 4.579 -5.847
128 H 2.337 6.285 -2.554
129 C 5.849 5.189 -5.422
130 H 3.707 7.751 -9.168
131 H 4.569 11.813 -7.615
132 C 12.188 0.937 -2.853
133 C 8.197 6.275 1.241
134 H 1.500 -1.266 -6.889
135 H 5.432 10.453 -4.538
136 C 8.740 7.143 -3.858
137 H 11.172 1.330 -5.218
138 O 11.467 2.093 -3.360
139 H 8.594 8.107 -8.454
140 H 0.725 4.739 -9.503
141 O 4.761 0.783 -4.073
142 H 5.648 12.365 -8.871
143 H 1.445 8.461 -1.023
144 H 6.902 10.000 -3.735
145 H 3.697 8.897 -5.301
146 H 8.570 5.302 1.562
147 C 5.442 5.028 -3.875
148 H 2.929 0.838 -3.056
149 O 6.430 3.382 -8.368
150 O 8.614 2.091 -2.300

Atom charges from the Mulliken analysis, given in e for atoms 1 to 5:
1 C -0.78
2 H 0.08
3 C -0.01
4 C -0.80
5 H -0.11



(2)
This record from the Open Molecules 2025 dataset describes a cluster of 3 separate species, C14H37Cl2IN2O2PS in total. The level of theory is ωB97M-V/def2-TZVPD.

Output
**Charge**: -1
**Gap between HOMO and LUMO**: 7.377 eV
**Electronic energy**: -75463.940 eV
**Largest force on an atom**: 0.64 eV Å⁻¹
**HOMO**: -5.03 eV
**Multiplicity**: 1

Cartesian coordinates (Å):
1 H -1.902 4.318 -3.675
2 C -2.696 4.516 -0.494
3 C 0.871 -2.372 -0.830
4 H 1.551 -2.426 0.018
5 H 2.259 0.805 1.286
6 H 3.867 0.767 1.525
7 Cl -0.472 -3.988 1.413
8 H 4.710 1.978 5.434
9 C -2.418 2.361 -2.863
10 H -1.193 -1.002 -0.923
11 H -3.600 -5.409 -1.110
12 C -3.300 -3.268 -1.046
13 N -1.706 1.263 -2.227
14 H -1.613 4.520 -0.642
15 H -4.021 3.786 -2.539
16 I -4.478 -2.687 -2.795
17 H -1.997 -1.993 0.708
18 H 5.024 2.873 2.384
19 H 2.718 2.310 4.636
20 H 1.979 2.816 2.330
21 C 4.972 1.185 4.722
22 H 1.870 0.992 3.790
23 H 3.930 3.982 1.571
24 H -2.324 0.477 -2.061
25 H 5.683 1.602 4.002
26 H 0.373 -5.368 -1.140
27 C 4.043 3.349 2.451
28 H -4.909 -4.529 -0.303
29 C 2.791 1.578 3.817
30 H -2.885 1.954 -3.769
31 H 4.027 3.978 3.344
32 C 1.349 -4.889 -1.219
33 H -1.438 -4.309 -1.254
34 H -3.533 -2.439 -0.374
35 H -0.772 3.708 -2.455
36 H -4.352 2.138 -1.962
37 C -3.584 2.912 -2.033
38 H -1.583 -2.932 -2.344
39 S 0.052 -0.513 1.326
40 H -1.370 1.544 -1.309
41 H -2.907 4.806 0.535
42 H 1.015 -1.406 -1.319
43 H -0.760 3.016 -4.067
44 C 2.936 2.300 2.474
45 H 0.515 -3.489 -2.650
46 H -3.330 -4.714 0.498
47 P -0.880 -2.142 -0.131
48 O 3.825 0.650 4.111
49 H 1.992 -5.506 -1.847
50 C -1.409 3.422 -3.292
51 N 3.090 1.395 1.343
52 C 1.201 -3.495 -1.804
53 Cl 2.793 -3.050 -2.600
54 O -3.269 3.245 -0.695
55 H 5.460 0.375 5.263
56 C -1.811 -3.290 -1.340
57 C -3.830 -4.560 -0.463
58 H 0.645 -1.349 2.195
59 H 1.752 -4.845 -0.208
60 H -3.136 5.259 -1.171

Atom charges from the natural (NBO) analysis, given in e for atoms 1 to 5:
1 H 0.19
2 C -0.24
3 C -0.71
4 H 0.24
5 H 0.39



(3)
This record from the Open Molecules 2025 dataset describes a structure of composition H6N2Si in a non-equilibrium geometry. The level of theory is ωB97M-V/def2-TZVPD.

Output
**Charge**: 0
**Gap between HOMO and LUMO**: 9.408 eV
**Energy above the lowest of the compared OMol25 structures with the same formula, charge and spin**: 120.8 kJ/mol
**Electronic energy**: -10952.490 eV
**Largest force on an atom**: 3.49 eV Å⁻¹
**HOMO**: -8.43 eV
**Multiplicity**: 1

Cartesian coordinates (Å):
1 H 1.581 -1.471 1.810
2 N -1.119 0.323 -1.174
3 H 1.843 0.777 0.572
4 N -0.484 0.460 0.080
5 H -2.079 0.513 -0.928
6 H 1.422 -1.332 -0.685
7 Si 1.022 -0.488 0.403
8 H -1.019 0.504 0.910
9 H -0.774 1.093 -1.786

Atom charges from the natural (NBO) analysis, given in e for atoms 1 to 5:
1 H -0.18
2 N -0.65
3 H -0.19
4 N -0.87
5 H 0.35



(4)
This record from the Open Molecules 2025 dataset describes the ion C4H10N3 with charge +1 in a non-equilibrium geometry. The level of theory is ωB97M-V/def2-TZVPD.

Output
**Charge**: +1
**Gap between HOMO and LUMO (spin up / spin down)**: 7.604 / 7.602 eV
**Energy above the lowest of the compared OMol25 structures with the same formula, charge and spin**: 455.9 kJ/mol
**Electronic energy**: -8769.874 eV
**Largest force on an atom**: 2.90 eV Å⁻¹
**HOMO (spin up / spin down)**: -13.11 / -13.11 eV
**Multiplicity**: 1

Cartesian coordinates (Å):
1 N -1.062 2.139 0.188
2 C 0.431 0.109 1.056
3 H -0.447 2.606 0.831
4 H 2.133 -0.560 -1.798
5 H -1.604 -1.737 -0.018
6 H 2.979 -1.109 -0.465
7 H 1.376 -1.884 -0.866
8 C 1.895 -0.914 -0.815
9 H -0.922 2.457 -0.845
10 C 1.275 0.186 -0.033
11 C -1.141 0.763 0.302
12 H 0.263 -0.868 1.372
13 H 1.679 1.130 -0.396
14 N -2.374 -1.133 -0.133
15 N -2.120 0.096 -0.005
16 H -3.261 -1.523 -0.338
17 H 0.390 0.954 1.760

Atom charges from the natural (NBO) analysis, given in e for atoms 1 to 5:
1 N -0.79
2 C -0.53
3 H 0.39
4 H 0.26
5 H 0.36



> What is the formula in the second record?

C14H37Cl2IN2O2PS